[1]
# C54H45GaN6O3Si

C54H45GaN6O3Si as an isolated structure (wB97M-V/def2-TZVPD, OMol25).

Structure (XYZ):
```
110
Properties=species:S:1:pos:R:3
Ga -0.78 0.07 0.82
C -5.17 -1.26 -1.45
C -3.92 -1.46 -0.84
N -3.36 -0.61 -0.02
C -4.01 0.55 0.26
C -5.25 0.87 -0.34
C -5.82 -0.09 -1.21
C -5.84 2.13 -0.10
C -5.18 3.04 0.67
C -3.96 2.72 1.29
C -3.37 1.48 1.16
N -2.21 1.09 1.82
C -1.98 1.44 3.13
C -2.81 2.16 3.98
C -2.44 2.45 5.30
C -1.25 2.03 5.84
C -0.41 1.21 5.05
C 0.78 0.63 5.53
C 1.47 -0.25 4.75
C 0.99 -0.53 3.47
N -0.07 0.05 2.96
C -0.78 0.91 3.72
H -5.58 -2.00 -2.12
H -3.35 -2.37 -1.06
H -6.76 0.14 -1.70
H -6.79 2.37 -0.57
H -5.60 4.03 0.82
H -3.46 3.48 1.89
H -3.77 2.50 3.63
H -3.12 3.03 5.91
H -0.97 2.28 6.85
H 1.11 0.88 6.53
H 2.38 -0.73 5.10
H 1.50 -1.25 2.84
C 1.43 4.39 -3.26
C 1.16 4.30 -1.90
C 0.53 3.16 -1.40
C 0.17 2.10 -2.24
C 0.39 2.25 -3.61
C 1.03 3.37 -4.12
Si -0.68 0.52 -1.62
C 0.18 -1.03 -2.31
C -0.29 -2.27 -1.83
C 0.22 -3.47 -2.30
C 1.21 -3.46 -3.27
C 1.69 -2.25 -3.76
C 1.18 -1.05 -3.28
C -2.27 0.63 -2.66
C -2.59 -0.33 -3.64
C -3.65 -0.14 -4.51
C -4.42 1.02 -4.44
C -4.12 1.98 -3.49
C -3.06 1.79 -2.61
H 1.93 5.27 -3.65
H 1.43 5.10 -1.23
H 0.31 3.11 -0.35
H 0.05 1.48 -4.30
H 1.22 3.46 -5.18
H -1.06 -2.28 -1.06
H -0.16 -4.41 -1.92
H 1.62 -4.40 -3.64
H 2.46 -2.24 -4.52
H 1.57 -0.12 -3.67
H -1.98 -1.22 -3.72
H -3.87 -0.89 -5.26
H -5.24 1.17 -5.13
H -4.71 2.89 -3.43
H -2.82 2.56 -1.88
C -2.03 -5.37 1.92
N -1.25 -4.16 1.73
C 0.16 -4.31 1.42
C -1.81 -2.95 1.79
O -1.19 -1.91 1.64
H -1.53 -6.04 2.62
H -2.16 -5.90 0.97
H -3.02 -5.12 2.31
H 0.29 -4.96 0.55
H 0.69 -4.75 2.27
H 0.58 -3.33 1.19
H -2.88 -2.95 2.01
O 1.84 3.50 1.50
C 2.11 2.36 1.20
N 3.39 1.85 1.05
C 3.41 0.47 0.62
C 1.87 0.22 0.68
O 1.27 -0.87 0.53
N 1.21 1.33 0.96
C 4.17 -0.42 1.60
C 3.87 -1.78 1.76
C 4.61 -2.57 2.64
C 5.65 -2.02 3.37
C 5.97 -0.68 3.21
C 5.23 0.11 2.33
C 3.96 0.35 -0.82
C 4.66 -0.77 -1.26
C 5.20 -0.80 -2.54
C 5.04 0.28 -3.40
C 4.31 1.39 -2.98
C 3.78 1.42 -1.70
H 4.19 2.46 1.01
H 3.07 -2.21 1.18
H 4.36 -3.62 2.75
H 6.22 -2.64 4.05
H 6.79 -0.25 3.76
H 5.49 1.16 2.23
H 4.80 -1.62 -0.61
H 5.75 -1.67 -2.86
H 5.47 0.26 -4.39
H 4.16 2.23 -3.64
H 3.21 2.29 -1.38
```

Values from the calculation:
- HOMO level: -6.8 eV
- Energy above the lowest of the compared OMol25 structures with the same formula, charge and spin: 25.88 kJ/mol

[2]
# C54H45LiN6O2S

C54H45LiN6O2S as an isolated structure (wB97M-V/def2-TZVPD, OMol25).

Structure (XYZ):
```
109
Properties=species:S:1:pos:R:3
Li -0.06 0.20 -0.50
O -1.49 -0.80 -0.90
C -2.72 -1.16 -0.50
C -2.85 -1.24 1.08
C -2.50 0.07 1.71
C -3.47 0.99 2.11
C -3.06 2.17 2.70
C -1.70 2.43 2.84
C -0.79 1.49 2.37
C 0.69 1.74 2.36
C 1.13 2.44 1.01
O 0.76 1.74 -0.08
C 0.50 3.86 1.01
C -0.69 4.03 0.32
C -1.32 5.27 0.29
C -0.75 6.37 0.92
C 0.45 6.21 1.60
C 1.07 4.96 1.64
C 2.68 2.58 1.01
C 3.54 2.08 1.97
C 4.93 2.16 1.81
C 5.47 2.75 0.69
C 4.61 3.26 -0.29
C 3.24 3.17 -0.13
N -1.19 0.32 1.85
C -3.79 -0.14 -0.96
C -5.16 -0.39 -0.88
C -6.08 0.58 -1.26
C -5.64 1.81 -1.72
C -4.27 2.06 -1.81
C -3.36 1.08 -1.44
C -3.01 -2.56 -1.11
C -2.72 -3.75 -0.46
C -2.79 -4.98 -1.12
C -3.16 -5.04 -2.45
C -3.46 -3.85 -3.12
C -3.38 -2.64 -2.46
H -2.10 -1.96 1.40
H -3.85 -1.56 1.37
H -4.52 0.77 1.95
H -3.79 2.90 3.04
H -1.36 3.36 3.28
H 1.18 0.76 2.36
H 0.99 2.35 3.21
H -1.10 3.17 -0.20
H -2.26 5.38 -0.25
H -1.23 7.34 0.89
H 0.92 7.06 2.09
H 2.01 4.85 2.17
H 3.15 1.60 2.86
H 5.58 1.75 2.57
H 6.54 2.81 0.56
H 5.02 3.71 -1.19
H 2.57 3.52 -0.91
H -5.51 -1.36 -0.52
H -7.14 0.37 -1.21
H -6.36 2.57 -2.01
H -3.92 3.01 -2.19
H -2.28 1.23 -1.54
H -2.42 -3.74 0.58
H -2.53 -5.89 -0.58
H -3.21 -5.99 -2.97
H -3.74 -3.88 -4.16
H -3.58 -1.72 -3.00
S 5.70 -5.92 0.37
N 4.31 -5.88 1.20
C 3.78 -4.70 0.98
C 2.53 -4.22 1.54
C 1.72 -4.99 2.38
C 0.57 -4.44 2.88
C 0.27 -3.11 2.55
N 1.02 -2.38 1.75
C 2.12 -2.92 1.23
C 2.91 -2.08 0.29
N 2.39 -0.90 -0.05
C 3.05 -0.12 -0.89
C 4.29 -0.47 -1.43
C 4.83 -1.69 -1.10
C 4.13 -2.53 -0.23
C 4.58 -3.86 0.13
N 5.69 -4.44 -0.28
H 2.03 -6.00 2.62
H -0.10 -5.01 3.51
H -0.61 -2.62 2.95
H 2.53 0.80 -1.16
H 4.80 0.21 -2.11
H 5.78 -2.02 -1.51
C 0.44 -4.19 -3.93
N 0.98 -2.88 -4.20
C 2.28 -2.74 -3.59
C 0.06 -1.84 -3.69
C 0.45 -0.42 -4.04
C 0.70 -0.11 -5.39
C 1.01 1.19 -5.76
C 1.05 2.19 -4.78
C 0.79 1.86 -3.45
C 0.49 0.55 -3.02
H 1.10 -4.96 -4.34
H -0.54 -4.29 -4.39
H 0.32 -4.39 -2.85
H 2.96 -3.50 -3.98
H 2.23 -2.85 -2.49
H 2.68 -1.75 -3.80
H -0.05 -1.90 -2.60
H -0.93 -2.07 -4.12
H 0.65 -0.89 -6.14
H 1.21 1.43 -6.80
H 1.30 3.21 -5.07
H 0.83 2.66 -2.70
```

Values from the calculation:
- HOMO level: -0.4 eV
- Total charge: -2